Formula: C18H20N2O4S
Source: the OMol25 dataset
Level of theory: ωB97M-V with the def2-TZVPD basis set

Calculated values
Structure (SMILES): O=C(NC[C@H]1CCCO1)c1ccc(NS(=O)(=O)c2ccccc2)cc1
M (g mol⁻¹): 360.435
Electronic energy (eV): -40996.213
Charge: 0
Maximum force (eV/A): 1.0
LUMO level (Eh): 0.01714
Energy relative to the best compared isomer or geometry (same formula, charge and spin) (kcal/mol): 32.1

Geometry as XYZ:
```
45
Properties=species:S:1:pos:R:3:forces:R:3:nbo_charge:R:1
O -1.5222 -1.7802 -2.1143 0.102 0.003 -0.217 -0.6314
C -1.3359 -1.5094 -0.9411 -0.160 -0.077 0.143 0.6615
N -2.3567 -1.2078 -0.1011 -0.124 0.150 0.293 -0.6101
H -2.1749 -0.8091 0.8060 0.136 -0.042 -0.070 0.4028
C -3.7110 -1.0533 -0.5688 -0.160 0.347 -0.054 -0.2449
H -3.7219 -1.3185 -1.6281 -0.064 0.019 0.126 0.2410
H -4.3658 -1.7323 -0.0119 -0.069 0.039 -0.102 0.1883
C -4.1848 0.3956 -0.3688 0.077 -0.372 -0.510 0.0905
H -3.5264 1.0598 -0.9427 -0.083 -0.090 0.053 0.1876
C -5.6617 0.5793 -0.7355 0.177 0.042 0.179 -0.4305
H -5.8351 1.5908 -1.1034 -0.011 -0.010 -0.052 0.2125
H -5.9817 -0.1319 -1.4929 -0.027 0.000 -0.090 0.2219
C -6.3592 0.3797 0.6087 0.204 0.039 0.086 -0.4329
H -6.4968 -0.6822 0.8140 -0.043 -0.015 0.026 0.2035
C -5.3381 0.9817 1.5714 -0.355 0.154 0.222 -0.0638
H -5.4885 2.0662 1.6677 -0.011 -0.109 0.031 0.1641
O -4.0594 0.7392 1.0097 0.225 -0.111 -0.006 -0.5471
H -5.3650 0.5347 2.5682 -0.032 0.071 -0.062 0.1867
H -7.3237 0.8778 0.6671 -0.063 -0.024 0.021 0.2205
C 0.0257 -1.5235 -0.3347 0.379 -0.043 -0.065 -0.1735
C 1.1130 -1.5283 -1.2081 -0.246 0.046 0.102 -0.1263
C 2.4091 -1.5554 -0.7409 -0.063 -0.040 0.096 -0.2947
C 2.6499 -1.5796 0.6316 -0.687 -0.002 -0.494 0.2545
C 1.5684 -1.5959 1.5118 0.277 0.004 0.052 -0.2873
C 0.2732 -1.5742 1.0344 -0.019 0.016 -0.224 -0.1554
H -0.5379 -1.6183 1.7460 -0.060 -0.009 0.065 0.2094
H 1.7518 -1.6392 2.5761 0.004 0.009 0.121 0.2093
N 3.9477 -1.6061 1.1129 0.992 0.114 -0.055 -0.8706
S 5.2746 -0.9686 0.3006 -0.232 -0.005 0.503 2.3086
O 6.2935 -0.9041 1.3040 -0.150 0.160 0.141 -0.9322
O 5.5200 -1.7112 -0.8951 -0.310 0.183 -0.118 -0.9213
C 4.7236 0.6804 -0.1216 0.235 -0.586 -0.008 -0.2589
C 4.5160 1.0222 -1.4421 0.045 -0.070 -0.144 -0.2090
C 4.0603 2.2954 -1.7445 0.010 0.023 0.024 -0.2065
C 3.8216 3.2030 -0.7249 0.000 0.003 -0.068 -0.1823
C 4.0433 2.8496 0.5976 0.025 -0.103 0.077 -0.2070
C 4.4973 1.5776 0.9034 -0.004 0.137 0.157 -0.2131
H 4.6944 1.2769 1.9205 -0.011 0.043 0.166 0.2312
H 3.8643 3.5637 1.3868 -0.006 0.044 0.071 0.2216
H 3.4661 4.1947 -0.9615 -0.033 0.079 -0.022 0.2193
H 3.8934 2.5781 -2.7725 -0.013 0.011 -0.087 0.2229
H 4.7238 0.2944 -2.2099 -0.015 -0.046 -0.137 0.2435
H 4.0609 -1.6013 2.1137 0.189 0.063 0.069 0.4192
H 3.2442 -1.5901 -1.4198 -0.013 -0.034 -0.157 0.2375
H 0.9105 -1.5201 -2.2683 -0.013 -0.010 -0.081 0.2407
```
Positions in Å, forces in eV/Å.